This record from the Open Molecules 2025 dataset describes a molecular structure, C23H28BN8O2Tb. The level of theory is wB97M-V/def2-TZVPD.

XYZ file:
```
63
Properties=species:S:1:pos:R:3:lowdin_charge:R:1
Tb -1.602 -0.587 -0.967 1.751
C -3.233 2.464 -0.320 -0.005
C -1.808 2.585 0.132 -0.311
C -1.163 3.676 0.704 0.036
C 0.118 3.248 0.931 -0.014
N 0.239 1.963 0.508 0.025
N -0.971 1.548 0.025 -0.047
B 1.420 0.990 0.510 -0.513
N 1.634 0.369 -0.893 0.034
C 2.726 0.460 -1.705 -0.018
C 2.427 -0.033 -2.943 0.043
C 1.083 -0.392 -2.859 -0.302
C 0.199 -0.984 -3.915 0.010
N 0.616 -0.144 -1.638 -0.062
N 1.205 -0.080 1.719 0.163
C 1.960 -0.240 2.820 0.004
C 1.414 -1.170 3.687 0.075
C 0.242 -1.604 3.101 -0.162
C -0.787 -2.590 3.522 0.046
N 0.154 -0.923 1.940 -0.045
N 2.809 1.631 0.906 0.029
C 4.039 0.890 1.073 -0.007
C 5.012 1.756 1.398 0.061
C 4.367 3.023 1.439 -0.162
C 4.908 4.340 1.736 0.033
N 2.994 2.871 1.141 0.211
H -3.733 3.428 -0.279 0.105
H -3.303 2.125 -1.357 0.078
H -3.797 1.786 0.323 0.083
H -1.574 4.652 0.913 0.135
H 0.951 3.780 1.355 0.115
H 3.658 0.896 -1.389 0.129
H 3.079 -0.097 -3.801 0.139
H 0.448 -0.586 -4.897 0.110
H 0.316 -2.068 -3.963 0.102
H -0.857 -0.755 -3.752 0.055
H 2.864 0.330 2.970 0.134
H 1.812 -1.485 4.639 0.146
H -0.446 -3.120 4.408 0.110
H -1.728 -2.088 3.762 0.111
H -0.971 -3.313 2.726 0.100
H 4.063 -0.184 0.935 0.156
H 6.056 1.553 1.588 0.151
H 5.963 4.307 1.985 0.110
H 4.746 5.010 0.878 0.132
H 4.335 4.809 2.548 0.128
C -2.298 -3.990 -2.909 -0.003
C -2.921 -3.001 -1.962 -0.295
C -3.056 -3.301 -0.603 -0.029
C -3.721 -2.443 0.263 -0.051
C -4.291 -1.261 -0.216 -0.104
C -4.208 -0.963 -1.577 -0.156
C -3.504 -1.813 -2.434 -0.127
H -2.956 -4.858 -2.999 0.116
H -1.339 -4.360 -2.541 0.101
H -2.165 -3.574 -3.906 0.091
H -2.685 -4.251 -0.237 0.150
H -3.876 -2.729 1.294 0.138
H -4.911 -0.658 0.432 0.133
H -4.806 -0.163 -1.990 0.136
H -3.555 -1.643 -3.502 0.140
O -0.905 -1.016 1.140 -0.178
O -0.687 -2.024 0.105 -0.265
```

## Properties
Total charge: +3
Spin multiplicity: 8
Energy relative to the best compared isomer or geometry (same formula, charge and spin), kcal per mole: 73.1
LUMO (spin up / spin down), eV: -9.69 / -11.84